Entry 1:
The following is a quantum chemistry calculation of 14 unconnected molecules or ions with the total composition C3H35NO13, from the Open Molecules 2025 dataset.

The value obtained for the energy above the lowest of the compared OMol25 structures with the same formula, charge and spin is 23.5 kcal/mol. The highest occupied orbital energy comes out at -0.3054 Ha.

```
! wB97M-V def2-TZVPD RIJCOSX def2/J DEFGRID3
* xyz 0 1
C 0.3666 -2.5201 -2.5376
N 0.6326 -1.0595 -2.6408
C 1.6325 -0.5806 -1.6892
C 0.9809 -0.6524 -3.9889
H -0.4734 -2.6173 -1.8365
H 1.2057 -3.1038 -2.1797
H 0.1393 -2.8382 -3.5506
H 1.8602 0.4602 -1.8548
H 1.2376 -0.7057 -0.6806
H 2.5372 -1.1735 -1.7003
H 1.0846 0.4226 -3.9198
H 0.2503 -0.9033 -4.7613
H 1.9352 -1.0127 -4.3796
H -1.7864 -0.1547 0.7219
H -2.9136 -0.0377 1.7106
O -2.0553 0.3954 1.4889
H 2.8969 -2.6715 0.1386
H 3.2410 -4.1355 -0.1372
O 2.4825 -3.5463 -0.1161
H -2.5473 1.0495 -1.4616
H -2.8688 1.5077 -0.0073
O -3.0618 1.7401 -0.9196
H 3.1208 -0.9333 1.3487
H 4.4563 -0.9685 0.4381
O 3.5028 -1.1162 0.3991
H 0.9513 -2.1530 3.0161
H 0.1736 -0.9952 2.4751
O 0.7630 -1.2405 3.1799
H -4.8775 0.2494 -0.9472
H -4.5598 -1.1125 -1.4694
O -5.1004 -0.6390 -0.7967
H 1.7922 3.1155 1.9313
H 3.3386 2.9139 1.7283
O 2.6085 2.6522 2.2252
H -0.6108 -3.2534 0.7558
H 0.8675 -3.5172 0.8608
O 0.1155 -3.0452 1.3158
H 0.3715 4.6451 0.3468
H 0.2140 3.1802 0.0591
O 0.7902 3.8167 0.4523
H -4.6412 -0.9762 0.7540
H -4.9926 -1.1956 2.2689
O -4.2489 -1.1342 1.6579
H -0.3252 3.9312 2.0717
H -1.3938 3.8266 3.2724
O -1.3004 4.0402 2.3679
H 2.7593 0.9007 2.3708
H 2.0884 -0.5062 2.8316
O 2.9476 -0.0742 2.5888
H -2.0283 3.1358 -0.9175
H -1.8376 4.5457 -1.5641
O -1.7211 4.0446 -0.7200
*
```

***

Entry 2:
The following is a quantum chemistry calculation of a single C5H9NS molecule, from the Open Molecules 2025 dataset.

The value obtained for the energy above the lowest of the compared OMol25 structures with the same formula, charge and spin is 37.6 kcal/mol. The highest occupied orbital energy comes out at -0.3082 Ha. Its SMILES is CCC(=S)N1CC1.

```
! wB97M-V def2-TZVPD RIJCOSX def2/J DEFGRID3
* xyz 0 1
C -2.2641 -1.1706 -0.5124
C -1.3315 -0.7939 0.5966
C -0.2239 0.1531 0.0475
S -0.4965 1.7744 0.0693
N 0.9581 -0.4326 -0.3611
C 2.2588 0.1385 -0.3270
C 1.9578 -1.2096 0.3477
H -2.8162 -0.3624 -0.9155
H -2.9817 -1.8270 0.0107
H -1.7873 -1.7042 -1.3164
H -1.9833 -0.2589 1.3022
H -0.9740 -1.6927 1.0550
H 2.7820 0.2015 -1.2946
H 2.3822 0.9447 0.3125
H 2.1842 -2.1749 -0.0811
H 2.0491 -1.1933 1.4316
*
```

***

Entry 3:
The following is a quantum chemistry calculation of a gas-phase ion, C8H19N4O2 (charge +1), from the Open Molecules 2025 dataset.

The value obtained for the energy above the lowest of the compared OMol25 structures with the same formula, charge and spin is 11.0 kcal/mol. The highest occupied orbital energy comes out at -0.4897 Ha. Its SMILES is CCCNN/C(N)=[NH+]\CCCC(=O)O.

```
! wB97M-V def2-TZVPD RIJCOSX def2/J DEFGRID3
* xyz 1 1
C 2.1620 -2.3885 -0.4764
C 2.9291 -1.3492 0.3589
C 1.9805 -0.5015 1.2319
N 1.8287 0.8913 0.8048
N 1.3172 1.0789 -0.5031
C 0.2046 1.9595 -0.4180
N 0.2323 2.9960 -1.2562
N -0.8444 1.8136 0.4275
C -1.1581 0.4825 0.9880
C -2.6710 0.2858 1.0050
C -3.2853 -0.0991 -0.3513
C -2.4369 -1.1068 -1.0767
O -2.3099 -2.2519 -0.7495
O -1.7853 -0.5879 -2.1580
H 1.3121 -1.9382 -1.0084
H 1.7326 -3.1537 0.1737
H 2.7948 -2.8541 -1.2310
H 3.6021 -1.9092 1.0107
H 3.5187 -0.7185 -0.3106
H 2.3685 -0.4513 2.2521
H 1.0170 -1.0032 1.3028
H 2.7322 1.3493 0.8299
H 1.1551 0.2080 -1.0011
H 0.6263 2.8411 -2.1732
H -0.0041 3.9384 -0.9862
H -0.8702 2.5148 1.1642
H -0.7790 0.4126 2.0114
H -0.6440 -0.2986 0.4305
H -2.8930 -0.4842 1.7458
H -3.1273 1.2121 1.3643
H -4.2489 -0.5776 -0.1595
H -3.4923 0.7785 -0.9636
H -0.9644 -1.0888 -2.2787
*
```

***

Entry 4:
The following is a quantum chemistry calculation of 2 unconnected molecules or ions with the total composition C3H7ClOSi, from the Open Molecules 2025 dataset.

The value obtained for the energy above the lowest of the compared OMol25 structures with the same formula, charge and spin is 117.3 kcal/mol. The highest occupied orbital energy comes out at -0.3472 Ha. Its SMILES is O=C1C[C@@H]1[SiH3].Cl.

```
! wB97M-V def2-TZVPD RIJCOSX def2/J DEFGRID3
* xyz 0 1
O 1.1653 1.7465 0.2258
C 0.6571 0.8884 -0.4313
C -0.1065 0.5896 -1.6791
C 0.1572 -0.4341 -0.5145
Si -1.4364 -0.8296 0.3922
H 0.2936 0.4916 -2.7487
H -1.0880 1.0235 -1.9301
H 0.9437 -1.1994 -0.8608
H -1.1137 -0.9506 1.7510
H -2.0924 -2.2463 -0.1291
H -2.4787 0.3945 0.1005
Cl 2.8832 -0.2951 2.7931
H 2.2157 0.8210 3.0311
*
```

***

Entry 5:
The following is a quantum chemistry calculation of a molecular structure, C24H26HgN4S2Si, from the Open Molecules 2025 dataset.

The highest occupied orbital energy comes out at -0.2317 Ha.

```
! wB97M-V def2-TZVPD RIJCOSX def2/J DEFGRID3
* xyz 0 1
C 0.9735 2.8666 2.3096
C -0.0140 3.0311 1.2459
C -1.3091 3.1052 1.8718
H 0.2145 3.2744 0.2017
C -1.1302 2.9553 3.2689
C 0.2584 2.8246 3.5477
H 0.7153 2.8305 4.5394
H 2.0505 2.9981 2.1795
H -2.2374 3.3478 1.3495
H -1.9169 3.0444 4.0150
Hg 0.2271 0.6833 1.3899
C -1.3613 -2.7975 -3.2111
H -2.0773 -2.8072 -2.3850
H -1.7304 -2.1492 -4.0121
H -0.3897 -2.4342 -2.8646
Si -0.0280 -0.2995 -0.9252
C 1.6865 -0.3359 -1.6067
C 2.4418 0.8530 -1.6227
H 1.9975 1.7918 -1.2749
C 3.7476 0.8540 -2.1078
H 4.3356 1.7748 -2.0822
C 4.3020 -0.3161 -2.6359
H 5.3083 -0.3030 -3.0564
C 3.5611 -1.5042 -2.6233
H 3.9978 -2.4185 -3.0299
C 2.2740 -1.5230 -2.0798
H 1.7099 -2.4569 -2.0433
C -1.1916 0.8128 -1.8385
C -0.8798 1.4142 -3.0702
H 0.0345 1.1321 -3.5974
C -1.7375 2.3678 -3.6285
H -1.4685 2.8560 -4.5655
C -2.9400 2.6940 -2.9902
H -3.6025 3.4436 -3.4255
C -3.3015 2.0246 -1.8165
H -4.2638 2.2429 -1.3456
C -2.4487 1.0790 -1.2566
H -2.7685 0.5265 -0.3639
H -0.5828 -1.6613 -0.7319
H -1.2370 -3.8185 -3.5927
N -3.5118 -0.1770 1.9155
C -2.6811 -1.2428 2.0288
N -1.3892 -1.1649 2.2235
C -0.7871 -2.4163 2.3114
C -1.6745 -3.4695 2.1203
S -3.2763 -2.8999 1.8235
C 0.6338 -2.4442 2.5106
C 1.4862 -3.5316 2.6649
S 3.1137 -3.0262 2.8958
C 2.5811 -1.3473 2.7635
N 1.2943 -1.2226 2.5224
N 3.4355 -0.3223 2.9224
H -4.4927 -0.4048 1.8293
H -3.2547 0.6917 2.3778
H -1.3892 -4.5163 2.1425
H 1.1672 -4.5692 2.6631
H 4.4102 -0.5678 3.0563
H 3.1153 0.6279 3.0932
*
```

***

Entry 6:
The following is a quantum chemistry calculation of a molecular structure, C4H9BrO2, from the Open Molecules 2025 dataset.

The value obtained for the energy above the lowest of the compared OMol25 structures with the same formula, charge and spin is 141.3 kcal/mol. The highest occupied orbital energy (alpha / beta) comes out at -0.3601 / -0.3599 Ha.

```
! wB97M-V def2-TZVPD RIJCOSX def2/J DEFGRID3
* xyz 0 1
C -1.1875 -0.0590 -0.8821
C 0.2088 1.6388 0.5061
C 1.1836 -0.3019 -0.6780
C 0.0052 0.2047 -0.0081
O -0.1956 -0.4111 1.1765
O -0.4605 -2.1520 0.9968
Br -0.2041 -2.9582 2.5161
H -1.1147 -1.1503 -0.8911
H -2.2324 0.1870 -0.4681
H -1.1121 0.2612 -1.8488
H -0.8787 2.1146 0.6362
H 0.9252 2.4227 0.0579
H 0.6214 1.5511 1.5755
H 1.3379 0.2678 -1.6475
H 2.0154 -0.3195 0.0261
H 1.0881 -1.2957 -1.0675
*
```

***

Entry 7:
The following is a quantum chemistry calculation of 3 unconnected molecules or ions with the total composition C4H5NO, from the Open Molecules 2025 dataset.

The value obtained for the energy above the lowest of the compared OMol25 structures with the same formula, charge and spin is 52.5 kcal/mol. The highest occupied orbital energy comes out at -0.3919 Ha.

```
! wB97M-V def2-TZVPD RIJCOSX def2/J DEFGRID3
* xyz 0 1
C -1.4340 -0.0721 1.6313
C -0.3351 0.2639 0.9582
C 2.6449 -0.4224 -0.9751
O 2.2461 -1.3272 -0.4138
C -0.3507 1.2178 -0.1175
N -0.3440 1.9814 -0.9887
H -2.4020 0.3618 1.4009
H -0.0501 -0.8626 -2.7063
H -1.3831 -0.7980 2.4366
H 0.6301 -0.1767 1.1892
H 0.4282 -0.2941 -2.7259
*
```

***

Entry 8:
The following is a quantum chemistry calculation of 2 unconnected molecules or ions with the total composition C3H8N3, from the Open Molecules 2025 dataset.

The value obtained for the energy above the lowest of the compared OMol25 structures with the same formula, charge and spin is 198.0 kcal/mol. The highest occupied orbital energy (alpha / beta) comes out at -0.5542 / -0.5581 Ha.

```
! wB97M-V def2-TZVPD RIJCOSX def2/J DEFGRID3
* xyz 1 1
C 0.7243 0.9715 -0.6445
C 1.4967 -0.2315 -1.0638
C 0.1885 -0.9764 1.1261
N -0.6832 -1.0248 0.0347
N -2.2332 0.6300 0.2073
N 0.4377 -0.2771 -0.0742
H 0.9027 1.6922 0.1105
H 0.0105 1.4020 -1.3840
H 1.3411 -0.6449 -2.1166
H 2.4278 -0.4672 -0.5932
H -0.1599 -0.1971 1.8268
H 0.9027 -1.7691 1.4711
H -2.1310 0.5513 1.1958
H -3.2247 0.3412 -0.0960
*
```

***

Entry 9:
The following is a quantum chemistry calculation of 2 unconnected molecules or ions with the total composition C4H9N3, from the Open Molecules 2025 dataset.

The value obtained for the energy above the lowest of the compared OMol25 structures with the same formula, charge and spin is 59.3 kcal/mol. The highest occupied orbital energy (alpha / beta) comes out at -0.2711 / -0.3239 Ha. Its expectation value of S² is 2.02.

```
! wB97M-V def2-TZVPD RIJCOSX def2/J DEFGRID3
* xyz 0 3
C -2.1720 0.9144 0.4712
C -1.0635 0.3281 0.0050
C 2.5691 0.0591 0.0439
C 1.2478 -0.0697 -0.6749
N -2.9439 -0.2806 0.3345
N -1.7659 -0.8965 -0.2387
N 0.1997 0.6394 -0.0109
H -2.3819 1.8516 0.7685
H 2.6348 1.1839 0.1313
H 2.2422 -0.2932 1.0666
H 3.5035 -0.3617 -0.4727
H 1.3798 0.3967 -1.5958
H 0.9479 -1.1440 -0.8665
H -3.7220 -0.1244 -0.2576
H -1.6558 -1.8576 -0.4189
H 0.9802 -0.3455 1.7149
*
```

***

Entry 10:
The following is a quantum chemistry calculation of 5 unconnected molecules or ions with the total composition C25H41Cl3F2O8P2, from the Open Molecules 2025 dataset.

The highest occupied orbital energy comes out at -0.3459 Ha. Its SMILES is CCOP(=O)(OCC)OCC.CCOP(=O)(OCC)OCC.ClC(Cl)Cl.Fc1ccccc1.Fc1ccccc1.

```
! wB97M-V def2-TZVPD RIJCOSX def2/J DEFGRID3
* xyz 0 1
C 21.3272 13.3755 12.4765
C 20.9337 12.3625 11.4067
O 19.5987 12.4459 10.9136
P 19.0687 13.7060 10.1305
O 20.1098 14.6398 9.7959
O 18.0569 14.4388 11.1165
C 16.8336 13.8247 11.6052
C 16.2153 14.6179 12.7311
O 18.3056 13.0215 8.9832
C 18.0690 13.8235 7.8289
C 16.7150 14.5955 7.8762
H 22.1618 12.9000 13.0017
H 21.5987 14.3231 12.0538
H 20.5003 13.4800 13.2021
H 21.6090 12.4868 10.5747
H 20.9800 11.3781 11.8131
H 16.0785 13.7363 10.7727
H 17.0618 12.8221 11.9072
H 15.1529 14.3767 12.7623
H 16.7066 14.4693 13.6748
H 16.2475 15.7175 12.5459
H 18.9069 14.5646 7.8072
H 18.2318 13.1368 6.9719
H 16.5488 15.2888 8.7101
H 16.6742 15.2181 6.9402
H 15.8338 13.9421 7.8655
C 13.2791 10.0154 12.4229
C 12.9838 11.3385 13.0270
O 11.9323 11.9403 12.1634
P 12.1992 13.0388 11.0380
O 13.5587 13.1538 10.4915
O 11.0921 12.6112 9.9430
C 11.4685 12.3034 8.6158
C 11.3286 13.4350 7.6558
O 11.6577 14.3176 11.7466
C 11.9420 15.5796 11.1774
C 11.0700 16.5893 11.9376
H 12.4997 9.3175 12.6607
H 13.4489 9.9618 11.3128
H 14.2059 9.6697 12.8488
H 12.6274 11.3643 14.0625
H 13.9216 11.8734 12.9494
H 12.4546 11.8586 8.4834
H 10.7963 11.5320 8.2542
H 11.6943 13.1344 6.7017
H 10.3398 13.8974 7.6065
H 12.0829 14.1827 7.9920
H 12.9625 15.9220 11.2465
H 11.6513 15.5051 10.1324
H 10.1295 16.0862 12.0783
H 11.5545 16.8363 12.8920
H 10.9651 17.5605 11.4178
Cl 14.6479 10.6425 6.2866
C 15.1047 9.9347 7.8472
Cl 14.0769 8.6040 8.2726
Cl 15.1029 11.1486 9.1025
H 16.1210 9.5558 7.7373
F 18.9387 9.5299 6.5547
C 18.5992 8.7738 7.6648
C 18.6078 9.3620 8.9250
C 18.3001 8.4946 9.9855
C 17.9957 7.1556 9.7603
C 17.9790 6.6813 8.4840
C 18.3189 7.4751 7.4355
H 18.7676 10.4266 9.0195
H 18.3123 8.8905 10.9820
H 17.7002 6.5412 10.6047
H 17.6850 5.6603 8.2574
H 18.2561 7.0981 6.4350
F 11.6151 6.9171 5.6100
C 10.6976 7.8653 5.9122
C 10.9838 9.1867 5.7148
C 9.9770 10.1187 5.9235
C 8.7610 9.7990 6.4570
C 8.5201 8.4908 6.7918
C 9.4732 7.4970 6.5238
H 11.9450 9.5045 5.4552
H 10.1686 11.1059 5.5803
H 8.0582 10.5864 6.6543
H 7.6044 8.1693 7.2688
H 9.3660 6.4226 6.6206
*
```

***

Entry 11:
The following is a quantum chemistry calculation of a single C4H6Cl2 molecule, from the Open Molecules 2025 dataset.

The value obtained for the energy above the lowest of the compared OMol25 structures with the same formula, charge and spin is 7.5 kcal/mol. The highest occupied orbital energy comes out at -0.3839 Ha. Its SMILES is Cl[C@@H]1CC[C@@H]1Cl.

```
! wB97M-V def2-TZVPD RIJCOSX def2/J DEFGRID3
* xyz 0 1
Cl -1.9515 -0.4683 -0.0403
C -0.6419 0.6381 0.4196
C -0.0140 1.5237 -0.6656
C 1.3408 1.3594 0.0570
C 0.7451 0.1152 0.6984
Cl 1.2655 -1.2968 -0.1930
H -1.0012 1.2407 1.2932
H -0.0512 1.0135 -1.6353
H -0.4383 2.5413 -0.7637
H 1.4609 2.1975 0.8119
H 2.1666 1.2818 -0.5333
H 0.9447 -0.0868 1.7361
*
```

***

Entry 12:
The following is a quantum chemistry calculation of 2 unconnected molecules or ions with the total composition CH9BNO2S, from the Open Molecules 2025 dataset.

The highest occupied orbital energy comes out at -0.4438 Ha.

```
! wB97M-V def2-TZVPD RIJCOSX def2/J DEFGRID3
* xyz 1 1
O -1.3134 -0.0755 -0.2105
O -1.2318 0.0736 1.1975
C -0.0996 0.8842 1.5413
B 0.0032 2.2862 0.7383
S 0.4836 2.4308 -1.0707
H -1.8127 -0.9020 -0.3088
H -0.2264 1.1348 2.6252
H 0.8832 0.3345 1.4749
H -0.2464 3.3000 1.3095
H -0.6904 2.3185 -1.7761
N 0.8509 -2.3586 -1.1045
H 0.3365 -2.9248 -1.7831
H 0.9532 -2.8819 -0.2316
H 1.7767 -2.1356 -1.4791
H 0.3334 -1.4841 -0.9224
*
```